1.
C25H27ClN2O7S | ωB97M-V/def2-TZVPD

Each line ends with the Mulliken charge.
Element x y z (Å)
1 C 3.91 5.11 -3.35  -0.66
2 O 2.57 4.76 -3.59  -0.31
3 C 2.42 3.44 -4.08  -0.29
4 C 0.94 3.17 -4.32  -1.00
5 C 0.06 3.45 -3.09  -0.89
6 N -0.08 2.33 -2.19  0.22
7 C -1.29 1.79 -1.91  0.38
8 O -2.34 2.10 -2.43  -0.70
9 C -1.07 0.73 -0.83  0.52
10 O -1.93 0.02 -0.36  -0.62
11 C 0.35 0.77 -0.52  -0.64
12 C 1.03 -0.06 0.30  1.38
13 O 2.38 -0.02 0.31  -0.52
14 C 0.37 -1.04 1.17  0.02
15 C -0.65 -0.65 2.04  -0.62
16 C -1.27 -1.58 2.84  -0.43
17 C -0.87 -2.91 2.78  -0.10
18 S -1.70 -4.15 3.75  1.46
19 O -2.57 -3.51 4.70  -0.71
20 O -0.73 -5.09 4.24  -0.74
21 N -2.58 -4.92 2.53  0.06
22 C -3.71 -4.14 2.07  -0.36
23 C -4.32 -4.85 0.86  -0.74
24 O -4.69 -6.17 1.17  -0.38
25 C -3.59 -6.92 1.63  -0.62
26 C -2.98 -6.28 2.87  -0.55
27 C 0.15 -3.31 1.94  -0.81
28 C 0.78 -2.37 1.14  -0.57
29 C 1.01 1.82 -1.39  -0.91
30 C 1.67 2.89 -0.55  0.39
31 C 0.88 3.81 0.13  -0.29
32 C 1.47 4.80 0.89  -0.90
33 C 2.85 4.87 1.00  -0.51
34 C 3.63 3.94 0.34  -0.04
35 Cl 5.35 4.01 0.47  -0.22
36 C 3.05 2.95 -0.43  -0.11
37 H 4.50 5.07 -4.27  0.30
38 H 3.89 6.13 -2.97  0.23
39 H 4.37 4.45 -2.60  0.26
40 H 2.85 2.73 -3.35  0.15
41 H 2.97 3.33 -5.02  0.50
42 H 0.80 2.14 -4.65  0.35
43 H 0.61 3.83 -5.12  0.47
44 H 0.48 4.31 -2.56  0.50
45 H -0.95 3.69 -3.41  0.44
46 H 2.73 -0.64 0.96  0.42
47 H -0.95 0.39 2.08  0.51
48 H -2.05 -1.31 3.53  0.51
49 H -3.35 -3.15 1.78  0.34
50 H -4.46 -4.04 2.86  0.28
51 H -5.22 -4.34 0.53  0.35
52 H -3.58 -4.85 0.04  0.36
53 H -3.97 -7.91 1.85  0.36
54 H -2.82 -6.98 0.84  0.34
55 H -2.09 -6.81 3.20  0.43
56 H -3.72 -6.27 3.68  0.33
57 H 0.43 -4.35 1.93  0.45
58 H 1.56 -2.68 0.46  0.51
59 H 1.77 1.35 -2.03  0.52
60 H -0.20 3.76 0.05  0.40
61 H 0.86 5.52 1.41  0.42
62 H 3.32 5.64 1.60  0.47
63 H 3.67 2.22 -0.93  0.58

Total charge ... 0
Gap between HOMO and LUMO ... 8.529 eV
2S+1 ... 1
Highest occupied orbital energy ... -9.3 eV
ΔE to the lowest compared entry with this formula, charge and spin ... 4.1 kcal/mol
LUMO energy ... -0.75 eV
SMILES ... COCCCN1C(=O)C(=O)/C(=C(/O)c2ccc(S(=O)(=O)N3CCOCC3)cc2)[C@@H]1c1cccc(Cl)c1

---

2.
C25H27F12N3O5ReSi | ωB97M-V/def2-TZVPD

Each line ends with the Mulliken charge.
Element x y z (Å)
1 Re 1.10 -0.55 0.00  1.69
2 C -1.79 4.83 -3.85  -1.60
3 C -1.43 3.84 -2.83  0.31
4 C -2.16 3.70 -1.63  -1.21
5 C -1.84 2.72 -0.75  -0.48
6 C -0.77 1.79 -0.99  1.28
7 N -0.63 0.71 -0.20  0.05
8 C -1.67 0.37 0.63  -0.10
9 C -2.99 0.35 0.12  0.10
10 C -4.05 -0.04 0.90  -1.38
11 C -3.84 -0.43 2.23  0.30
12 C -4.94 -0.93 3.08  -1.62
13 C -2.52 -0.35 2.76  -0.14
14 C -1.44 0.01 2.00  -0.62
15 C -0.04 0.22 2.61  1.62
16 O 0.95 -0.52 1.96  -1.04
17 C 0.33 1.76 2.60  0.41
18 F 0.97 2.15 3.68  -0.25
19 F -0.77 2.52 2.45  -0.26
20 F 1.14 2.03 1.53  -0.13
21 C 0.05 -0.29 4.08  0.26
22 F -0.33 -1.58 4.10  -0.18
23 F 1.30 -0.23 4.50  -0.21
24 F -0.73 0.41 4.89  -0.23
25 C 0.13 2.12 -2.07  -0.84
26 C -0.24 3.07 -2.98  -0.56
27 C 1.49 1.47 -2.19  0.90
28 O 1.83 0.71 -1.08  -0.22
29 C 2.61 2.57 -2.33  0.70
30 F 2.66 3.01 -3.58  -0.21
31 F 2.33 3.58 -1.51  -0.24
32 F 3.78 2.05 -2.00  -0.18
33 C 1.54 0.47 -3.39  0.75
34 F 0.84 -0.64 -2.98  -0.11
35 F 2.78 0.09 -3.65  -0.21
36 F 0.97 0.93 -4.48  -0.21
37 H -2.87 5.02 -3.87  0.44
38 H -1.41 4.58 -4.83  0.45
39 H -1.34 5.81 -3.59  0.37
40 H -2.97 4.38 -1.42  0.53
41 H -2.38 2.66 0.19  0.66
42 H -3.15 0.58 -0.92  0.70
43 H -5.04 -0.08 0.47  0.46
44 H -5.86 -1.10 2.53  0.43
45 H -5.15 -0.21 3.88  0.39
46 H -4.64 -1.84 3.61  0.40
47 H -2.42 -0.56 3.81  0.70
48 H 0.40 3.29 -3.82  0.65
49 C 6.00 0.71 0.61  -0.56
50 O 5.47 -0.64 0.44  -0.45
51 C 4.20 -0.84 0.45  0.70
52 O 3.31 0.01 0.61  -0.65
53 N 3.85 -2.13 0.25  -0.40
54 N 2.52 -2.41 0.55  -0.24
55 H 7.07 0.58 0.68  0.28
56 H 5.61 1.15 1.52  0.32
57 H 5.74 1.32 -0.24  0.23
58 H 4.55 -2.86 0.25  0.32
59 H 2.38 -2.45 1.56  0.30
60 H 2.25 -3.29 0.13  0.20
61 C 0.48 -4.27 -1.58  -1.17
62 Si -0.64 -3.53 -0.26  0.63
63 C -2.39 -3.34 -0.90  -1.06
64 C -0.51 -4.20 1.49  -0.97
65 O 0.02 -1.92 -0.14  -0.07
66 H -0.03 -5.16 -1.96  0.45
67 H 1.45 -4.59 -1.20  0.39
68 H 0.64 -3.58 -2.41  0.36
69 H -2.78 -4.33 -1.16  0.44
70 H -2.43 -2.72 -1.79  0.34
71 H -3.06 -2.93 -0.14  0.23
72 H -0.65 -5.28 1.48  0.51
73 H -1.30 -3.78 2.12  0.28
74 H 0.44 -3.99 1.97  0.29

Total charge ... +3
Gap between HOMO and LUMO (alpha / beta) ... 5.949 / 5.499 eV
2S+1 ... 1
Highest occupied orbital energy (alpha / beta) ... -18.1 / -17.8 eV
ΔE to the lowest compared entry with this formula, charge and spin ... 35.3 kcal/mol
LUMO energy (alpha / beta) ... -12.12 / -12.32 eV

---

3.
C25H27F32NO6PSi | ωB97M-V/def2-TZVPD

Each line ends with the Mulliken charge.
Element x y z (Å)
1 C -3.37 5.17 5.00  -0.99
2 P -3.81 4.40 3.36  0.10
3 C -3.18 5.54 2.03  -1.09
4 Si -2.74 2.45 3.11  0.20
5 C -1.67 2.16 4.67  -0.79
6 C -0.36 2.93 4.66  -0.33
7 N 0.30 3.10 3.59  -0.38
8 C -4.02 1.06 2.83  0.58
9 O -4.07 0.55 1.69  -0.68
10 O -4.70 0.77 3.85  -0.70
11 H -3.35 6.26 4.90  0.38
12 H -4.14 4.86 5.70  0.30
13 H -2.42 4.81 5.39  0.18
14 H -3.93 6.29 1.82  0.34
15 H -2.23 6.00 2.31  0.30
16 H -3.02 4.92 1.15  0.32
17 H -1.84 2.55 1.94  -0.20
18 H -1.46 1.10 4.81  0.50
19 H -2.20 2.49 5.57  0.36
20 H 0.02 3.33 5.61  0.44
21 H 1.14 3.65 3.80  0.18
22 C 2.30 0.34 0.85  -0.77
23 C 3.29 0.80 1.93  0.95
24 C 3.48 2.30 2.13  0.42
25 F 3.98 2.91 1.03  -0.24
26 F 4.36 2.52 3.14  -0.32
27 F 4.49 0.19 1.76  -0.29
28 F 2.78 0.35 3.11  -0.30
29 O 2.82 -0.07 -0.41  -0.36
30 C 3.06 0.81 -1.44  0.88
31 C 4.54 0.87 -1.82  0.19
32 F 5.31 1.23 -0.78  -0.17
33 F 4.71 1.79 -2.80  -0.28
34 F 2.55 2.03 -1.21  -0.28
35 F 2.42 0.32 -2.53  -0.31
36 H 1.86 -0.57 1.24  0.20
37 H 1.46 1.03 0.74  0.54
38 H 2.53 2.77 2.39  0.01
39 H 4.87 -0.11 -2.18  0.18
40 C -1.31 -3.02 -1.43  -0.93
41 C -0.72 -2.60 -0.07  0.99
42 C 0.71 -3.01 0.25  0.11
43 F 0.87 -4.35 0.30  -0.25
44 F 1.05 -2.53 1.48  -0.28
45 F -1.55 -2.97 0.92  -0.26
46 F -0.68 -1.24 -0.09  -0.26
47 O -2.16 -4.16 -1.47  -0.35
48 C -1.69 -5.43 -1.65  0.77
49 C -2.02 -6.34 -0.45  0.31
50 F -1.49 -5.86 0.68  -0.23
51 F -1.48 -7.57 -0.68  -0.28
52 F -0.39 -5.47 -1.97  -0.31
53 F -2.36 -5.96 -2.71  -0.31
54 H -1.97 -2.20 -1.70  0.48
55 H -0.54 -3.06 -2.20  0.32
56 H 1.42 -2.60 -0.48  0.25
57 H -3.10 -6.43 -0.34  0.20
58 C 6.64 7.07 -0.58  -0.76
59 C 6.40 8.16 0.48  0.91
60 C 7.61 8.69 1.26  0.07
61 F 8.20 7.73 1.99  -0.22
62 F 7.19 9.66 2.11  -0.27
63 F 5.42 7.78 1.32  -0.26
64 F 5.94 9.25 -0.22  -0.33
65 O 6.36 5.72 -0.24  -0.30
66 C 7.30 4.89 0.34  0.71
67 C 6.86 4.41 1.72  0.98
68 F 6.63 5.45 2.55  -0.25
69 F 7.84 3.65 2.27  -0.28
70 F 8.53 5.44 0.36  -0.31
71 F 7.38 3.79 -0.44  -0.29
72 H 5.92 7.29 -1.36  0.40
73 H 7.62 7.17 -1.04  0.31
74 H 8.34 9.13 0.57  0.28
75 H 5.95 3.82 1.65  -0.46
76 C -5.58 -7.37 -5.62  -0.88
77 C -5.74 -6.22 -4.61  0.92
78 C -5.46 -6.52 -3.13  0.34
79 F -6.29 -7.45 -2.64  -0.25
80 F -5.63 -5.39 -2.42  -0.25
81 F -6.95 -5.65 -4.75  -0.28
82 F -4.81 -5.29 -4.96  -0.30
83 O -6.74 -8.06 -6.06  -0.40
84 C -7.25 -9.16 -5.42  0.83
85 C -8.67 -8.91 -4.88  0.20
86 F -8.69 -7.87 -4.04  -0.21
87 F -9.08 -10.02 -4.21  -0.26
88 F -6.42 -9.62 -4.46  -0.29
89 F -7.37 -10.14 -6.34  -0.31
90 H -5.22 -6.88 -6.52  0.45
91 H -4.79 -8.07 -5.32  0.34
92 H -4.43 -6.86 -3.00  0.13
93 H -9.35 -8.72 -5.71  0.23

Total charge ... -1
Gap between HOMO and LUMO ... 5.716 eV
2S+1 ... 1
Highest occupied orbital energy ... -3.9 eV
LUMO energy ... 1.79 eV

---

Calculated total energy per entry: -67032.6846 -83664.1063 -144265.4148 eV
Molecular weight per entry: 535.018 891.776 1104.488 u